No. 1
Computed, not measured: the molecule C18H32N2O6, with ωB97M-V with the def2-TZVPD basis set.

XYZ file:
```
58
Properties=species:S:1:pos:R:3:forces:R:3
C -5.19507 7.22292 4.76661 0.0 0.0 0.0
C -4.66847 8.12057 3.67561 0.0 0.0 0.0
O -3.64680 7.38612 2.96545 0.0 0.0 0.0
C -3.06889 8.04013 1.94673 0.0 0.0 0.0
O -3.34881 9.16249 1.62613 0.0 0.0 0.0
C -2.00365 7.22610 1.24975 0.0 0.0 0.0
N -1.86508 5.88425 1.76089 0.0 0.0 0.0
C -1.41288 4.87680 0.97074 0.0 0.0 0.0
O -1.05167 5.08199 -0.17861 0.0 0.0 0.0
C -1.36792 3.50661 1.62295 0.0 0.0 0.0
C 0.07376 3.13369 2.02904 0.0 0.0 0.0
C 1.18809 3.35507 1.00424 0.0 0.0 0.0
C 0.96850 2.68999 -0.36763 0.0 0.0 0.0
N -0.02198 1.62010 -0.36473 0.0 0.0 0.0
C 0.19412 0.36150 0.11273 0.0 0.0 0.0
O -0.71737 -0.41734 0.32220 0.0 0.0 0.0
C 1.65246 -0.05818 0.30742 0.0 0.0 0.0
O 1.71007 -1.08485 1.26561 0.0 0.0 0.0
C 2.27306 -0.49921 -1.03687 0.0 0.0 0.0
O 3.50813 -1.15345 -0.76729 0.0 0.0 0.0
C 4.56099 -0.27617 -0.42342 0.0 0.0 0.0
C 1.41781 -1.42844 -1.90006 0.0 0.0 0.0
C 1.10576 -2.76936 -1.23925 0.0 0.0 0.0
C 2.09594 -1.63085 -3.25353 0.0 0.0 0.0
C -1.41087 2.03826 -0.53531 0.0 0.0 0.0
C -2.07434 2.43445 0.77902 0.0 0.0 0.0
H -5.97335 7.74429 5.32377 0.0 0.0 0.0
H -5.62433 6.31256 4.34892 0.0 0.0 0.0
H -4.40275 6.94771 5.46252 0.0 0.0 0.0
H -5.44351 8.40509 2.96453 0.0 0.0 0.0
H -4.22492 9.03480 4.06938 0.0 0.0 0.0
H -2.25060 7.18497 0.18851 0.0 0.0 0.0
H -1.07313 7.79513 1.32600 0.0 0.0 0.0
H -2.24159 5.68010 2.66992 0.0 0.0 0.0
H -1.93590 3.56659 2.55672 0.0 0.0 0.0
H 0.33838 3.70767 2.92113 0.0 0.0 0.0
H 0.05888 2.08462 2.33835 0.0 0.0 0.0
H 1.33517 4.42455 0.84310 0.0 0.0 0.0
H 2.11218 2.97996 1.45291 0.0 0.0 0.0
H 0.60263 3.43612 -1.06884 0.0 0.0 0.0
H 1.91491 2.32309 -0.76264 0.0 0.0 0.0
H 2.21964 0.80299 0.67814 0.0 0.0 0.0
H 2.47388 -1.62940 1.03294 0.0 0.0 0.0
H 2.47311 0.40645 -1.62699 0.0 0.0 0.0
H 5.46559 -0.87535 -0.34552 0.0 0.0 0.0
H 4.70226 0.48606 -1.19731 0.0 0.0 0.0
H 4.38720 0.22204 0.53617 0.0 0.0 0.0
H 0.47245 -0.90293 -2.06720 0.0 0.0 0.0
H 2.02707 -3.30336 -0.99721 0.0 0.0 0.0
H 0.52018 -2.63836 -0.33178 0.0 0.0 0.0
H 0.53525 -3.39143 -1.93136 0.0 0.0 0.0
H 3.04584 -2.15347 -3.13367 0.0 0.0 0.0
H 1.46188 -2.22810 -3.91000 0.0 0.0 0.0
H 2.29192 -0.67804 -3.75126 0.0 0.0 0.0
H -1.41856 2.86927 -1.23733 0.0 0.0 0.0
H -1.96370 1.20418 -0.96481 0.0 0.0 0.0
H -2.15382 1.53594 1.39501 0.0 0.0 0.0
H -3.09513 2.76389 0.56315 0.0 0.0 0.0
```
Forces are in eV/Å.

Total charge = 0
HOMO-LUMO gap = 9.58 eV
HOMO energy = -9.1 eV
E_tot = -1266.072195 Ha
ΔE to the lowest compared entry with this formula, charge and spin = 0.1371 eV



No. 2
Computed, not measured: a structure of composition C3H2AlO3, with ωB97M-V with the def2-TZVPD basis set.

XYZ file:
```
9
Properties=species:S:1:pos:R:3:forces:R:3
H 0.25249 -1.25068 -1.16851 -3.4 1.5 -0.2
C -1.39747 1.52455 -1.39701 -1.3 2.6 -0.5
C -1.00462 0.40419 -1.18370 1.5 -5.7 0.9
O -0.70197 -0.81015 -0.81789 1.2 2.0 -1.8
H -1.85140 2.49175 -1.50909 0.0 0.4 -0.3
C 0.83732 -1.02115 0.98737 4.7 -3.6 -5.7
O 1.28358 -1.62184 0.07805 -1.9 1.1 4.3
O 0.96995 -0.22390 1.85186 -2.7 -0.5 -0.8
Al 1.61213 0.50723 3.15892 1.9 2.3 4.2
```
Forces are in eV/Å.

Total charge = +3
HOMO-LUMO gap (alpha / beta) = 7.86 / 7.11 eV
HOMO energy (alpha / beta) = -24.5 / -24.9 eV
E_tot = -582.092053 Ha
ΔE to the lowest compared entry with this formula, charge and spin = 1.6326 eV